Entry 1:
The following is a quantum chemistry calculation of a 9-piece molecular cluster, C36H71N12O8S overall at a distorted geometry, from OMol25.

Values from the calculation:
LUMO in eV: -6.2
HOMO level in eV: -10.3
Net charge: +1
E_tot in eV: -83567.9668

Structure (XYZ):
```
128
Properties=species:S:1:pos:R:3:lowdin_charge:R:1
N 1.80702 2.63697 5.91439 0.2157
C 1.55833 1.85333 4.85655 -0.1183
N 0.70539 2.11557 3.65025 0.0516
C -0.12134 0.84056 3.64741 -0.1059
C 0.96522 -0.35474 3.94972 -0.4272
C 1.22408 -1.14432 2.57865 -0.0937
C 2.77159 -1.33515 2.18855 -0.1662
C 3.52510 -2.48559 2.99207 -0.1673
C 4.59637 -3.33315 2.21443 -0.0194
C 5.38171 -4.46823 2.91601 -0.0613
C 5.10245 -4.83243 4.39140 -0.0732
C 4.05801 -4.03592 5.20332 -0.0544
C 3.30999 -2.85993 4.47320 -0.0331
N 0.33241 -1.04737 5.11679 0.0733
C -0.71419 -1.72079 4.78681 -0.6041
S -2.01673 -2.58344 4.23863 0.7672
N 2.05532 0.46449 4.56225 0.1274
H 1.04911 2.79558 6.59886 0.1573
H 2.74757 3.02589 6.10842 0.1682
H 1.33934 1.87834 2.85137 0.1097
H -0.72075 0.99134 4.62575 0.1302
H -0.86893 0.69609 2.80230 0.1534
H 0.76502 -0.49326 1.73915 0.1294
H 0.73228 -2.17086 2.51217 0.1318
H 2.78116 -1.65476 1.07777 0.1316
H 3.36884 -0.34201 2.20724 0.1090
H 4.83030 -3.09353 1.12869 0.0957
H 6.15470 -5.04609 2.31559 0.0913
H 5.65156 -5.67395 4.92059 0.0888
H 3.78650 -4.23545 6.29251 0.0898
H 2.57226 -2.27039 5.10609 0.0611
H 2.87773 0.70545 3.97941 0.1454
C -0.93880 -8.08414 2.04897 -0.0078
C -0.99588 -6.58174 1.98699 -0.5531
O -0.36707 -5.93583 1.15594 0.0135
N -1.77975 -5.93723 2.89522 -0.0035
C -2.59039 -6.51935 3.94430 -0.0776
H -0.27690 -8.45597 1.26689 0.0841
H -0.54530 -8.40363 3.01642 0.0890
H -1.93477 -8.50330 1.88793 0.0909
H -1.76940 -4.93268 2.79420 0.0654
H -3.62889 -6.22008 3.78228 0.0853
H -2.24882 -6.12112 4.90316 0.0789
H -2.52768 -7.60461 3.96251 0.0792
C -2.56468 -9.01914 -3.37361 -0.0112
C -2.82513 -8.44143 -2.00921 -0.5516
O -3.83466 -8.70647 -1.36618 0.0119
N -1.89244 -7.59545 -1.48873 0.0059
C -0.64802 -7.16408 -2.08763 -0.0796
H -3.38983 -9.67206 -3.65710 0.0893
H -2.48963 -8.21772 -4.11088 0.0533
H -1.64540 -9.60893 -3.35978 0.0903
H -2.13106 -7.24571 -0.57155 0.1146
H 0.16928 -7.45781 -1.42485 0.0772
H -0.66851 -6.07470 -2.17006 0.0824
H -0.48881 -7.59807 -3.07219 0.0771
C 4.70960 4.26956 -0.10092 0.0021
C 3.80163 3.40982 0.73140 -0.5404
O 4.13339 2.29655 1.13635 -0.0062
N 2.57032 3.89709 1.03884 0.0056
C 1.99348 5.17240 0.66258 -0.0618
H 5.65419 3.75091 -0.26495 0.0892
H 4.24921 4.46726 -1.07178 0.0636
H 4.91534 5.20765 0.41928 0.0929
H 2.01660 3.26799 1.59854 0.0925
H 1.74024 5.71754 1.57498 0.0814
H 1.07946 4.98139 0.09548 0.0870
H 2.67236 5.77210 0.06049 0.0722
C -2.84785 6.58497 4.48744 -0.0057
C -1.58448 5.80218 4.25396 -0.5487
O -0.81679 6.05690 3.33592 0.0241
N -1.30396 4.77591 5.10759 -0.0072
C -2.08152 4.32435 6.24274 -0.0792
H -2.93667 7.36592 3.73266 0.0886
H -3.71581 5.92660 4.40836 0.0889
H -2.81882 7.05668 5.47214 0.0890
H -0.44204 4.29558 4.89047 0.0961
H -1.45854 4.39951 7.13836 0.0785
H -2.34996 3.27683 6.08092 0.0789
H -2.98662 4.90948 6.38466 0.0801
C -7.17734 -0.10490 2.60137 -0.0106
C -5.99734 -0.79263 3.23289 -0.5536
O -5.61938 -0.53353 4.36819 0.0163
N -5.34074 -1.73323 2.49714 -0.0027
C -5.63339 -2.17389 1.14884 -0.0744
H -7.59710 0.61543 3.30322 0.0858
H -6.86163 0.43032 1.70308 0.0857
H -7.94868 -0.83747 2.35414 0.0886
H -4.56146 -2.15224 2.98355 0.0764
H -5.83343 -3.24778 1.17407 0.0867
H -4.75311 -1.98875 0.52815 0.0827
H -6.48994 -1.65847 0.72126 0.0762
C 3.91591 7.64946 -4.06132 -0.0222
C 3.00919 6.78776 -3.22798 -0.5314
O 3.34372 5.67617 -2.82541 -0.0026
N 1.77605 7.27758 -2.92076 0.0017
C 1.20741 8.55348 -3.30101 -0.0723
H 4.86094 7.13095 -4.22554 0.0855
H 3.45522 7.85023 -5.03759 0.0468
H 4.12102 8.58770 -3.54081 0.0942
H 1.21899 6.64879 -2.35974 0.1297
H 0.95475 9.10212 -2.39020 0.0825
H 0.29388 8.36618 -3.87064 0.0841
H 1.89082 9.14874 -3.90219 0.0793
C 3.68101 8.99986 -8.84892 -0.0049
C 4.42375 8.67990 -7.58019 -0.5120
O 3.89995 8.76817 -6.47353 -0.0109
N 5.71959 8.28110 -7.68680 0.0130
C 6.50358 8.11811 -8.89303 -0.0725
H 2.66220 9.30269 -8.60781 0.0861
H 4.17225 9.82302 -9.37214 0.0887
H 3.63733 8.11634 -9.48950 0.0883
H 6.15625 8.08329 -6.79734 0.1440
H 6.84246 7.08071 -8.94462 0.0864
H 7.37370 8.77571 -8.82827 0.0867
H 5.93796 8.35692 -9.79041 0.0757
C -5.19238 -7.76920 -7.61560 -0.0097
C -4.22104 -7.39935 -6.52758 -0.5422
O -3.17194 -8.00609 -6.35406 0.0200
N -4.54132 -6.34992 -5.71965 0.0041
C -5.72519 -5.51879 -5.76908 -0.0792
H -4.80480 -8.62001 -8.17558 0.0863
H -6.15329 -8.05056 -7.17921 0.0872
H -5.31993 -6.93065 -8.30373 0.0860
H -3.84615 -6.15730 -5.01255 0.1361
H -5.41185 -4.48345 -5.92483 0.0824
H -6.23932 -5.59610 -4.80785 0.0843
H -6.40482 -5.81262 -6.56535 0.0745
```


Entry 2:
The following is a quantum chemistry calculation of C36H71NOPS4Si3SnTe as an isolated structure at a distorted geometry, from OMol25.

Values from the calculation:
LUMO in eV: -2.7
HOMO level in eV: -8.9
Relative energy (zero: lowest compared OMol25 entry of this formula, charge and spin) in kcal per mole: 0.0
Net charge: +1
E_tot in eV: -131401.6529

Structure (XYZ):
```
119
Properties=species:S:1:pos:R:3:lowdin_charge:R:1
Sn 2.48567 -0.35731 -0.65890 1.1736
C 4.65143 -1.35526 3.51134 -0.4828
C 5.49678 -1.53245 2.23471 -0.4100
S 4.38762 -1.81734 0.76707 0.6730
C 4.14670 -3.63183 0.90877 -0.4644
C 3.31728 -4.13510 2.05746 -0.5493
S 1.68397 -3.47508 2.17802 0.7732
C 1.37535 -3.32445 3.91776 -0.5360
C 2.03306 -2.06848 4.50699 -0.4695
S 2.87015 -1.22580 3.11821 0.7379
H 4.95950 -0.44967 4.04197 0.0754
H 4.74555 -2.17737 4.22328 0.0723
H 6.25319 -2.29405 2.30925 0.0858
H 5.91283 -0.59424 1.89383 0.0606
H 5.12167 -4.09055 1.02676 0.0903
H 3.72964 -3.83431 -0.08080 0.0479
H 3.86061 -4.02142 2.99473 0.0883
H 3.14922 -5.16636 1.99850 0.0566
H 1.54854 -4.31228 4.39859 0.0931
H 0.26828 -3.12062 3.96898 0.0905
H 2.68519 -2.25732 5.35200 0.0800
H 1.24721 -1.42069 4.89802 0.0708
C 1.24244 1.85718 -3.26794 -0.1846
Si 3.05384 2.03911 -3.06088 0.3265
C 3.62666 3.80250 -3.14576 -0.1676
C 3.94464 1.15130 -4.46800 -0.1851
N 3.58437 1.29287 -1.54526 -0.2903
C 4.52810 1.92725 -0.73866 -0.4637
C 5.88420 1.68850 -0.96103 -0.0501
C 6.83108 2.51697 -0.36695 -0.0833
C 6.51951 3.60349 0.48090 -0.0559
C 5.13520 3.75318 0.78460 -0.0809
C 4.20609 2.91977 0.20261 -0.0710
H 0.83616 1.06892 -3.90073 0.0324
H 0.91686 2.87515 -3.59225 0.0480
H 0.76971 1.78381 -2.23105 0.0260
H 3.32816 4.22494 -4.13381 0.0540
H 4.71727 3.90962 -3.09576 0.0399
H 3.31106 4.43127 -2.30511 0.0340
H 4.85896 1.73050 -4.78585 0.0396
H 3.35770 1.00816 -5.45438 0.0559
H 4.21214 0.14421 -4.05021 0.0099
H 6.14659 0.85508 -1.60178 0.1130
H 7.83419 2.21628 -0.49733 0.0853
H 7.24931 4.29806 0.83549 0.0911
H 4.82767 4.46990 1.54919 0.1061
H 3.14191 3.05286 0.44217 0.1134
C -5.18883 -4.46887 -4.06651 -0.1654
C -5.49439 -3.04409 -3.55179 -0.4327
P -4.29020 -2.13361 -2.49497 0.8601
C -4.42636 -2.85569 -0.84354 -0.4308
C -5.85571 -3.02236 -0.23366 -0.1436
C -5.02452 -0.45913 -2.38587 -0.4304
C -6.50294 -0.39543 -1.97456 -0.1420
H -5.29094 -4.54419 -5.12756 0.0456
H -5.87678 -5.25414 -3.67957 0.0754
H -4.23358 -4.95773 -3.87852 0.0509
H -6.39738 -3.11437 -2.93905 0.0454
H -5.66601 -2.35702 -4.44999 0.1001
H -3.76468 -2.21797 -0.26332 0.0535
H -3.90038 -3.81721 -0.95637 0.0593
H -6.03875 -2.32307 0.62445 0.0805
H -5.96760 -4.02938 0.18123 0.0660
H -6.65896 -2.80397 -0.89706 0.0219
H -4.78388 -0.06393 -3.40511 0.0700
H -4.34104 0.07824 -1.67142 0.0742
H -7.06046 -1.07192 -2.55861 0.0397
H -6.88511 0.58383 -2.16265 0.0613
H -6.59272 -0.64453 -0.92668 0.0543
C -1.08627 6.30287 0.57250 -0.1891
Si -2.33974 4.99833 0.82934 0.3295
C -2.03813 3.69598 -0.40279 -0.2108
C -4.12128 5.47792 0.89484 -0.2131
C -2.18740 4.18894 2.60101 -0.6225
Te -3.14774 2.28808 2.93379 1.1020
C -4.40826 2.82051 4.74131 -0.5343
Si -4.09506 1.84119 6.33524 0.4168
C -2.73108 2.57489 7.44248 -0.1791
C -3.46031 0.24209 5.60985 -0.2650
C -5.74642 1.63618 7.24554 -0.1859
H -1.41131 6.88388 -0.31837 0.0457
H -0.14509 5.75452 0.32493 0.0411
H -0.92489 7.00884 1.40095 0.0405
H -2.20644 4.13664 -1.41877 0.0534
H -2.67365 2.80490 -0.23538 0.0143
H -0.97400 3.32815 -0.35008 0.0420
H -4.56361 5.69126 -0.14014 0.0549
H -4.30932 6.31298 1.65783 0.0602
H -4.69583 4.67846 1.39173 0.0050
H -2.44033 4.71074 3.51877 -0.0172
H -1.10727 4.01757 2.80929 -0.0090
H -5.45650 2.71005 4.43604 -0.0083
H -4.18418 3.91321 4.81630 0.0018
H -1.80474 2.75643 6.87371 0.0349
H -2.58009 1.83772 8.26392 0.0401
H -3.08587 3.44251 7.94299 0.0053
H -2.46695 0.38209 5.19507 -0.0172
H -4.12685 -0.11701 4.82385 0.0238
H -3.34787 -0.53436 6.37301 0.0290
H -6.54479 2.33096 6.81321 0.0522
H -5.61734 1.76949 8.31929 0.0149
H -6.01954 0.54462 7.15367 0.0411
C 1.89276 -4.45792 -2.38991 -0.2332
S 1.81400 -2.77266 -3.02016 0.9878
O 2.85104 -1.83677 -2.25962 -0.7567
C 2.48461 -3.17718 -4.64843 -0.3930
C 1.60472 -3.57174 -5.68920 -0.0718
C 2.16247 -3.97110 -6.91022 -0.0570
C 3.54981 -3.94548 -7.15842 -0.0517
C 4.36913 -3.53573 -6.13167 -0.0752
C 3.87338 -3.08983 -4.90735 -0.0617
H 2.90606 -4.80018 -2.29233 0.0533
H 1.31641 -5.20886 -3.04417 0.1106
H 1.40944 -4.47665 -1.39129 0.0603
H 0.51770 -3.48489 -5.54158 0.1208
H 1.57412 -4.40335 -7.72286 0.1145
H 3.98729 -4.43031 -7.99914 0.1070
H 5.41555 -3.53779 -6.28235 0.1009
H 4.56765 -2.77255 -4.06381 0.1345
```